The following is a DFT calculation (ωB97M-V/def2-TZVPD) of a structure of composition C19H25N3RhSSi in a non-equilibrium geometry.

Last column: Mulliken spin population.
Cartesian coordinates (Å):
1 C -1.08574 1.24610 2.29546  0.03
2 C -0.62661 -0.10406 2.28713  0.10
3 C 0.18840 -0.31650 3.43989  0.06
4 H -0.88149 -0.85704 1.54830  0.02
5 C 0.22609 0.90827 4.17561  0.04
6 C -0.57932 1.86879 3.47671  0.12
7 H -0.75918 2.90474 3.77606  0.02
8 H -1.76899 1.67265 1.56080  0.01
9 H 0.69497 -1.24786 3.68538  0.01
10 H 0.76172 1.07701 5.10425  0.01
11 Rh 0.90262 1.16312 2.32910  0.64
12 C 1.73485 -0.24043 -0.74515  0.18
13 H 1.93614 -0.22153 0.33931  -0.04
14 H 2.04086 0.70219 -1.21542  -0.02
15 H 2.39415 -1.02819 -1.16604  0.02
16 Si -0.03456 -0.88593 -1.31769  0.23
17 C -1.01948 -0.61243 -2.87355  -0.01
18 C -2.42769 -0.44397 -2.73931  0.01
19 H -2.95496 -0.81622 -1.85354  -0.01
20 C -3.16109 0.23208 -3.72844  -0.01
21 H -4.20745 0.52144 -3.55376  0.00
22 C -2.54849 0.54122 -4.95014  0.03
23 H -3.12285 1.01536 -5.74458  0.00
24 C -1.20708 0.19406 -5.15663  -0.01
25 H -0.72540 0.41573 -6.10243  0.00
26 C -0.43723 -0.33926 -4.11912  0.03
27 H 0.62604 -0.54044 -4.25501  0.00
28 C -0.03625 -2.53917 -0.47599  0.53
29 C -1.20908 -3.23946 -0.79495  -0.01
30 H -1.73740 -2.99845 -1.71771  0.03
31 C -1.73327 -4.17344 0.09377  0.27
32 H -2.65038 -4.69034 -0.17237  0.01
33 C -1.13710 -4.36491 1.34256  0.55
34 H -1.61805 -4.99240 2.09309  0.02
35 C 0.08946 -3.75826 1.62961  -0.08
36 H 0.59765 -3.94516 2.58133  0.00
37 C 0.65405 -2.85272 0.72071  0.55
38 H 1.60109 -2.37617 0.98393  0.03
39 H -0.98921 0.20683 -0.57405  0.32
40 H -1.37831 -0.62215 -0.52746  0.27
41 N 0.89628 2.64999 0.66856  0.07
42 N 1.99726 3.56964 0.81163  0.00
43 C 3.12291 3.17317 1.44179  0.00
44 N 4.19006 4.01110 1.37381  0.01
45 S 3.31763 1.72010 2.31994  0.00
46 H 0.89823 2.20529 -0.26044  -0.02
47 H 0.03408 3.20088 0.73493  -0.01
48 H 2.15608 4.20913 0.01901  0.00
49 H 4.98300 3.79988 1.97785  0.00
50 H 3.99300 4.99773 1.23327  0.00

Forces on the atoms, in the same order (eV/Å):
C -1.6 -0.6 0.8
C -2.0 -2.2 0.2
C -0.8 -1.8 0.7
H 0.1 0.2 0.2
C -1.1 0.2 1.7
C -1.7 1.1 2.0
H 0.1 -0.5 -0.1
H 0.5 0.0 0.1
H -0.2 0.3 0.0
H -0.1 0.0 -0.3
Rh 6.4 3.7 -5.5
C 0.0 -0.7 -1.5
H -0.5 0.0 -0.4
H 0.0 -0.1 0.1
H 0.1 0.4 0.2
Si 1.5 0.5 1.1
C -0.3 0.0 -0.3
C 0.0 0.5 -0.4
H 0.3 0.4 -0.2
C 0.3 -0.3 0.0
H 0.5 -0.4 -0.1
C 0.3 -0.2 0.3
H 0.2 -0.1 0.2
C 0.0 0.2 0.2
H -0.1 -0.1 0.0
C -0.3 0.1 0.1
H -0.2 0.2 -0.1
C -0.4 2.1 -2.3
C -2.2 -2.9 0.7
H 0.1 -0.3 0.2
C -0.9 2.1 -4.2
H 0.1 0.1 0.1
C 0.7 -1.2 2.9
H 0.2 0.1 -0.3
C 1.5 1.9 -0.6
H -0.2 0.0 -0.4
C 1.1 -2.3 3.8
H -0.2 -0.3 -0.2
H 0.7 1.3 0.0
H -1.9 -0.7 0.8
N 0.7 0.5 0.1
N -0.2 0.1 -1.1
C 1.1 -0.6 0.9
N -0.8 0.1 0.1
S -0.7 0.3 -0.1
H 0.1 0.0 0.3
H 0.4 -0.2 0.1
H -0.3 -0.4 0.6
H -0.4 0.0 -0.3
H 0.3 -0.2 -0.1

Summary:
Energy relative to the best compared isomer or geometry (same formula, charge and spin) (kJ/mol): 123.58
<S²>: 6.03
2S+1: 5
Charge: +1


The following is a DFT calculation (ωB97M-V/def2-TZVPD) of the molecule C19H25N5O2S in a non-equilibrium geometry.

Last column: Mulliken charge in e.
Cartesian coordinates (Å):
1 C 1.02095 4.68358 -2.32675  -1.29
2 C 1.77756 3.36232 -2.28250  -0.47
3 C 2.08005 2.92967 -0.84486  0.11
4 C 0.84611 2.65378 -0.07561  0.87
5 N 0.56661 3.16894 1.06562  -0.53
6 N -0.58410 2.75973 1.59121  -0.61
7 C -1.20501 1.91545 0.83787  0.01
8 N -2.39241 1.32880 1.19717  0.00
9 C -2.98030 0.33549 0.45332  0.58
10 O -2.50250 -0.01584 -0.60064  -0.58
11 C -4.18392 -0.29713 1.10743  -0.99
12 C -3.71396 -1.45758 2.00598  -0.47
13 C -3.13523 -2.53449 1.08811  0.78
14 O -3.85188 -3.04174 0.24730  -0.70
15 N -1.83696 -2.89513 1.22030  0.15
16 C -0.84508 -2.42288 2.15501  -1.58
17 C 0.09746 -1.43670 1.46267  0.15
18 N 0.70191 -2.05104 0.29523  0.14
19 C 1.81227 -1.39355 -0.24597  0.22
20 C 2.91036 -1.11649 0.57387  -0.20
21 C 4.04129 -0.51011 0.06666  -0.67
22 C 4.11485 -0.16738 -1.27409  -0.71
23 C 3.03746 -0.44260 -2.09778  -0.59
24 C 1.89815 -1.04419 -1.59487  -0.11
25 C -0.29981 -2.56652 -0.62264  -0.46
26 C -1.19508 -3.57028 0.10866  -1.49
27 S -0.38631 1.53520 -0.65761  0.03
28 H 0.81926 4.97389 -3.35499  0.40
29 H 1.60242 5.47084 -1.85232  0.33
30 H 0.07224 4.60036 -1.80113  0.28
31 H 2.72042 3.46132 -2.82314  0.46
32 H 1.19044 2.58233 -2.77297  0.34
33 H 2.68711 2.01954 -0.86302  -0.38
34 H 2.63530 3.70885 -0.32011  0.27
35 H -2.78462 1.63550 2.07612  0.30
36 H -4.73883 0.43705 1.69265  0.40
37 H -4.82450 -0.71095 0.32723  0.41
38 H -3.01535 -1.09504 2.75664  0.21
39 H -4.58525 -1.88246 2.50724  0.41
40 H -0.26942 -3.29372 2.48953  0.40
41 H -1.29741 -1.96123 3.03126  0.40
42 H -0.48384 -0.55017 1.16981  -0.44
43 H 0.87259 -1.11835 2.15918  0.81
44 H 2.88659 -1.39684 1.61625  0.50
45 H 4.87592 -0.30876 0.72235  0.38
46 H 5.00088 0.30574 -1.66992  0.39
47 H 3.07587 -0.17596 -3.14423  0.40
48 H 1.06771 -1.22015 -2.25920  0.36
49 H -0.93728 -1.76595 -1.02786  0.27
50 H 0.20859 -3.07752 -1.44118  0.67
51 H -0.60056 -4.40564 0.48926  0.33
52 H -1.97077 -3.94198 -0.56053  0.49

Forces on the atoms, in the same order (eV/Å):
C 0.1 -0.2 -0.1
C 0.0 0.2 0.2
C 0.2 -0.1 -0.3
C -0.4 -0.6 -0.3
N 1.3 0.8 -0.1
N -1.5 -0.5 0.7
C 0.7 -0.1 -0.9
N -0.2 0.0 0.2
C -0.4 0.3 0.5
O -0.1 -0.2 -0.3
C 0.0 -0.2 -0.1
C -0.1 -0.1 -0.2
C -0.2 -0.1 0.5
O -0.3 0.1 -0.2
N 0.2 -0.2 0.0
C 0.3 0.4 0.2
C -0.1 0.0 0.4
N -0.1 -0.2 0.0
C 0.3 0.1 -0.1
C -0.1 0.0 0.0
C 0.0 0.1 0.0
C 0.1 0.0 -0.1
C 0.2 0.1 0.0
C -0.2 -0.1 0.1
C -0.1 -0.2 0.0
C -0.1 0.0 -0.5
S 0.3 0.7 0.7
H -0.1 0.1 -0.1
H 0.0 0.1 0.0
H -0.1 0.1 0.0
H 0.0 -0.1 -0.1
H 0.1 0.0 -0.1
H 0.0 0.1 0.1
H 0.0 0.0 0.0
H 0.0 -0.1 -0.1
H 0.0 0.0 0.0
H 0.0 0.1 0.1
H 0.0 0.0 0.0
H 0.1 0.0 0.0
H 0.0 0.1 0.0
H 0.0 0.0 -0.1
H 0.1 -0.1 0.1
H -0.1 0.0 0.0
H 0.0 -0.1 0.1
H 0.1 0.0 0.1
H 0.1 0.0 0.0
H 0.0 0.0 -0.1
H -0.1 0.0 0.0
H 0.1 -0.1 0.0
H 0.0 0.0 0.0
H 0.0 0.0 0.0
H 0.1 0.0 0.1

Summary:
Energy relative to the best compared isomer or geometry (same formula, charge and spin) (kJ/mol): 107.87
SMILES string: CCCc1nnc(NC(=O)CCC(=O)N2CCN(c3ccccc3)CC2)s1


The following is a DFT calculation (ωB97M-V/def2-TZVPD) of a structure of composition C19H26AlO9S in a non-equilibrium geometry.

Last column: Mulliken charge in e.
Cartesian coordinates (Å):
1 C -2.18338 -1.16841 2.30593  -0.87
2 C -1.72550 0.04430 1.27618  -0.13
3 C -2.66822 0.03468 -0.06776  -0.28
4 O -4.11675 0.02727 0.18841  -0.35
5 C -4.52267 1.06508 1.14869  -0.35
6 Al -6.54409 1.43896 0.75796  0.05
7 C -7.78273 0.87209 2.29354  -0.62
8 S -9.07527 -0.36478 1.70039  -0.19
9 C -10.65954 0.48403 1.16832  -0.38
10 C -11.86338 -0.55778 0.71014  -0.82
11 H -2.14742 -0.72484 3.39134  0.23
12 H -3.28340 -1.52792 2.11157  0.23
13 H -1.46180 -2.10820 2.20060  0.26
14 H -1.69531 1.10645 1.77376  0.32
15 H -0.59653 -0.20628 0.98146  0.05
16 H -2.37327 0.90394 -0.80605  0.21
17 H -2.42336 -0.98739 -0.63348  0.11
18 H -4.34565 0.78256 2.28019  0.14
19 H -3.97531 2.07882 0.87332  0.18
20 H -6.75123 2.94697 0.30408  -0.26
21 H -6.94694 0.53583 -0.51252  -0.23
22 H -7.16097 0.47700 3.23236  0.26
23 H -8.37082 1.81991 2.68501  0.21
24 H -10.53284 1.26270 0.30224  0.26
25 H -11.08828 1.07062 2.10780  0.23
26 H -11.86557 -0.78687 -0.44808  0.23
27 H -12.89782 -0.00289 0.92273  0.25
28 H -11.80311 -1.57701 1.29075  0.23
29 C 3.60594 -0.40678 -1.73024  -0.88
30 C 2.28395 -0.37871 -1.90989  0.35
31 C 1.38369 -1.31177 -1.17737  0.74
32 O 0.17138 -1.24958 -1.34896  -0.53
33 C 1.99859 -2.28946 -0.26599  -0.80
34 C 3.32087 -2.31966 -0.08912  0.39
35 C 4.21817 -1.36848 -0.80063  0.86
36 O 5.42801 -1.40847 -0.60353  -0.62
37 O 3.90561 -3.23769 0.76382  -0.59
38 O 1.70150 0.52064 -2.78398  -0.57
39 H 4.27181 0.26711 -2.25447  0.52
40 H 1.33436 -2.97349 0.24649  0.45
41 H 4.86989 -3.05664 0.72051  0.34
42 H 0.73681 0.34355 -2.73605  0.34
43 C 10.55509 1.12131 -2.21415  -0.83
44 C 9.35078 1.18758 -2.78507  0.36
45 C 8.10889 0.93559 -2.00287  0.88
46 O 7.01547 1.02233 -2.55052  -0.58
47 C 8.24938 0.58220 -0.58161  -0.88
48 C 9.45397 0.51259 -0.01173  0.47
49 C 10.69366 0.79158 -0.78728  0.84
50 O 11.78550 0.73767 -0.23129  -0.62
51 O 9.59341 0.17837 1.32283  -0.57
52 O 9.21279 1.49434 -4.12633  -0.57
53 H 11.46586 1.30431 -2.77033  0.41
54 H 7.33983 0.38410 -0.02915  0.41
55 H 10.55981 0.19663 1.49671  0.35
56 H 8.24613 1.48197 -4.29865  0.35

Forces on the atoms, in the same order (eV/Å):
C 0.0 0.4 0.1
C 0.4 -0.6 -0.3
C 0.6 -1.1 -0.3
O 2.5 0.7 0.9
C -0.1 1.2 0.2
Al 0.3 -0.8 -0.2
C -0.4 1.6 1.5
S -0.5 -0.2 0.1
C -1.5 1.2 0.4
C -0.1 0.3 -0.2
H 0.0 -1.2 -1.9
H 2.2 0.9 0.2
H -1.5 2.1 0.3
H -0.3 -2.2 -0.8
H -2.4 0.7 0.3
H -0.6 -1.4 1.5
H -0.6 2.2 1.1
H 0.3 0.4 -2.1
H -0.7 -1.9 0.8
H 0.0 0.7 0.2
H 0.0 -0.1 -0.1
H -1.8 0.3 -1.8
H 1.0 -1.8 -0.6
H 0.0 -1.5 1.6
H 0.9 -1.1 -1.9
H 0.3 0.4 2.4
H 2.2 -1.3 -0.3
H -0.2 2.1 -1.0
C 0.4 -0.2 0.2
C -0.4 1.4 -1.3
C -1.2 -0.4 0.3
O 1.2 0.1 -0.1
C -0.2 0.1 -0.1
C 0.2 -1.3 1.1
C 0.6 0.6 -0.4
O -0.7 -0.2 0.1
O 0.1 1.4 -1.2
O 0.1 -1.5 1.4
H 0.0 0.0 0.1
H 0.0 0.1 0.0
H -0.4 -0.1 0.0
H 0.3 0.1 0.0
C 0.2 -0.1 0.3
C 0.4 0.4 -1.8
C -1.1 -0.2 0.3
O 0.9 0.1 0.1
C -0.2 0.1 -0.2
C -0.4 -0.5 1.7
C 1.0 0.1 -0.2
O -0.9 0.0 -0.1
O 0.6 0.5 -1.7
O -0.6 -0.5 1.8
H -0.1 0.0 0.0
H 0.0 0.0 -0.1
H -0.4 0.0 -0.1
H 0.4 0.0 0.1

Summary:
Charge: -1
Total energy (Ha): -2057.227939


The following is a DFT calculation (ωB97M-V/def2-TZVPD) of a structure of composition C19H26AsBCoN8O6S in a non-equilibrium geometry.

Last column: Mulliken spin population.
Cartesian coordinates (Å):
1 Co -0.15024 1.06237 0.21860  0.94
2 C 0.97267 4.58023 2.10107  0.00
3 C 1.17118 3.21481 1.86823  0.00
4 N 0.52060 2.84374 0.77238  -0.02
5 N -0.11917 3.93220 0.29305  0.01
6 C 0.14341 4.99008 1.07257  0.00
7 B -0.91157 3.83797 -1.02758  -0.02
8 N -0.00232 3.05778 -2.02231  0.00
9 C 0.47918 3.46474 -3.20830  0.00
10 C 1.32403 2.48636 -3.69343  0.00
11 C 1.30044 1.49155 -2.70415  0.00
12 N 0.49981 1.84297 -1.70216  0.04
13 N -2.17583 3.00618 -0.78531  -0.01
14 C -3.45457 3.21220 -1.14080  0.00
15 C -4.17223 2.07564 -0.82229  0.01
16 C -3.22287 1.19932 -0.26837  0.00
17 N -2.03046 1.77978 -0.25440  0.05
18 H 1.37658 5.17997 2.90237  0.00
19 H 1.75320 2.49084 2.42322  0.00
20 H -0.26719 5.96373 0.84345  0.00
21 H -1.18198 4.92740 -1.46825  0.00
22 H 0.18543 4.41752 -3.62936  0.00
23 H 1.87950 2.48901 -4.61997  0.00
24 H 1.82704 0.54997 -2.67231  0.00
25 H -3.76696 4.14570 -1.58548  0.00
26 H -5.22733 1.90289 -0.96595  0.00
27 H -3.33529 0.20441 0.14464  0.00
28 O 0.38069 -3.13648 0.76797  0.00
29 As 0.15917 -1.37400 1.26926  0.00
30 O -0.96082 -0.86839 0.11690  -0.01
31 O 1.56918 -0.60684 0.84613  0.02
32 C 0.01041 -1.81542 3.15248  0.00
33 C 0.72687 -2.88716 3.66226  0.00
34 C 0.74482 -3.09122 5.03741  0.00
35 C 0.07912 -2.22201 5.89282  0.00
36 C -0.62813 -1.13709 5.38783  0.00
37 C -0.67135 -0.94813 4.01977  0.00
38 S -1.56703 0.38269 3.25330  0.00
39 O -1.85909 1.38604 4.23523  0.00
40 O -2.67954 -0.25472 2.59441  0.00
41 O -0.47741 0.78974 2.28899  0.01
42 H -0.45466 -3.56057 1.02891  0.00
43 H 1.27330 -3.53894 2.99549  0.00
44 H 1.29377 -3.93145 5.44304  0.00
45 H 0.11464 -2.38779 6.96300  0.00
46 H -1.14009 -0.43117 6.03323  0.00
47 N 1.52547 -4.18258 -3.10259  0.00
48 C 0.24384 -3.51395 -3.56126  0.00
49 C -0.17369 -2.57571 -2.45201  0.00
50 N 0.89325 -1.59843 -2.24811  0.00
51 C 2.14634 -2.23061 -1.81217  0.00
52 C 2.61816 -3.14649 -2.91777  0.00
53 H 1.80882 -4.92977 -3.72333  0.00
54 H 1.33829 -4.57448 -2.17772  0.00
55 H -0.49862 -4.28071 -3.76633  0.00
56 H 0.47648 -2.96316 -4.46900  0.00
57 H -0.37103 -3.15574 -1.54780  0.00
58 H -1.09519 -2.06360 -2.72456  0.00
59 H 0.57443 -0.96536 -1.51012  0.00
60 H 2.02850 -2.81026 -0.89981  0.00
61 H 2.89487 -1.46617 -1.60549  0.00
62 H 3.55056 -3.65361 -2.68187  0.00
63 H 2.71063 -2.60583 -3.85761  0.00

Forces on the atoms, in the same order (eV/Å):
Co -0.2 0.5 0.3
C 0.1 0.0 0.0
C 0.2 0.0 0.0
N -0.5 -0.2 0.1
N 0.2 0.1 -0.1
C 0.1 0.0 0.1
B 0.0 -0.1 -0.1
N 0.0 0.1 0.1
C 0.0 0.0 0.0
C 0.1 -0.1 0.0
C 0.1 0.2 0.0
N 0.0 -0.4 -0.4
N 0.0 0.1 -0.1
C -0.1 -0.1 0.0
C 0.0 -0.1 0.0
C -0.1 0.0 0.1
N -0.1 0.0 0.0
H -0.1 -0.1 -0.1
H -0.2 0.1 -0.1
H 0.0 -0.2 0.0
H 0.0 -0.1 0.1
H 0.0 -0.2 0.1
H -0.1 0.0 0.1
H -0.1 0.1 0.0
H 0.1 -0.1 0.0
H 0.1 0.0 0.0
H 0.0 0.2 -0.1
O -0.4 0.2 0.1
As 1.1 -0.8 -0.6
O 0.2 0.6 0.1
O -0.3 0.1 0.1
C -0.5 0.7 0.4
C -0.1 0.1 0.0
C 0.0 0.0 0.2
C 0.1 -0.1 0.0
C -0.1 0.0 -0.1
C 0.2 -0.4 -0.1
S 0.5 -0.1 -0.4
O 0.1 0.0 0.1
O -0.1 0.1 0.0
O -0.5 -0.1 0.1
H 0.3 0.0 -0.1
H 0.0 0.0 0.0
H 0.0 0.0 0.0
H 0.0 0.0 0.0
H 0.0 -0.1 0.0
N -0.1 0.5 0.0
C 0.0 0.0 0.1
C 0.4 0.2 -0.1
N 0.0 -0.2 0.3
C -0.4 0.3 -0.3
C -0.1 0.1 0.0
H 0.1 -0.1 -0.2
H 0.0 -0.2 0.0
H 0.0 -0.1 0.0
H 0.1 0.0 -0.1
H -0.1 -0.1 0.2
H 0.0 0.0 0.0
H 0.1 -0.1 -0.1
H 0.0 -0.1 0.4
H 0.0 0.0 0.0
H 0.0 -0.1 0.0
H 0.0 -0.1 -0.1

Summary:
Energy relative to the best compared isomer or geometry (same formula, charge and spin) (kJ/mol): 44.74
<S²>: 0.76
2S+1: 2